Formula: C58H97BN6O6P2PbS4Si
Source: the OMol25 dataset
Level of theory: ωB97M-V/def2-TZVPD

Max |F| ... 2.1 eV/A
Orbital gap ... 6.62 eV
E ... -158672.4839 eV
E_HOMO ... -0.2290 Eh
LUMO level ... 0.4 eV

The geometry in XYZ format:
```
176
Properties=species:S:1:pos:R:3:forces:R:3
Pb -0.010671 -0.552552 -0.011585 0.329 -0.287 0.081
C 5.237012 -1.482641 0.491025 -0.104 0.037 0.183
C 4.416322 -1.901909 1.715755 -0.365 0.103 -0.171
C 4.061041 -3.378318 1.510483 -0.117 0.156 0.109
C 5.326633 -1.691076 2.933378 -0.163 -0.026 -0.099
P 2.690090 -1.022236 1.824303 0.977 0.719 0.512
C 3.290701 0.764668 1.763371 0.279 -0.593 0.021
N 2.237147 1.734368 1.583535 -0.094 -0.221 0.056
B 0.936678 1.586673 0.966527 0.165 -0.170 -0.368
N 0.487035 2.954575 0.788693 -0.184 -0.158 0.074
C -0.595288 3.436014 -0.034677 -0.646 -0.082 -0.301
P -2.315589 2.769269 0.331258 -0.137 1.052 -0.455
C -3.083633 3.110209 -1.395527 0.010 -0.117 0.203
C -2.534332 2.006176 -2.304907 0.053 0.108 0.252
C -2.787912 4.451178 -2.065031 -0.057 -0.088 0.188
C -4.596758 2.904508 -1.293669 0.173 0.018 0.169
C -3.023541 4.075265 1.559532 0.079 -0.273 -0.237
C -3.417666 5.453906 1.031317 0.075 -0.220 -0.092
C -1.960114 4.274417 2.640766 -0.035 -0.097 -0.188
C -4.251653 3.405798 2.204377 0.112 -0.032 -0.139
C 1.449557 3.828560 1.241527 0.640 0.150 0.243
C 1.515116 5.214484 1.237667 -0.191 -0.038 -0.127
C 2.651553 5.830118 1.734604 0.137 0.120 0.066
C 3.700630 5.085898 2.248776 0.102 0.190 -0.011
C 3.655866 3.700431 2.256080 0.071 -0.135 0.052
C 2.533714 3.072616 1.742978 -0.150 0.629 -0.057
C 2.134491 -1.167334 3.684340 -0.122 -0.024 -0.112
C 0.669797 -1.594123 3.574739 0.097 -0.136 -0.127
C 2.262147 0.162054 4.436537 0.055 -0.143 -0.170
C 2.790466 -2.228268 4.572226 0.060 0.092 -0.102
H 6.111805 -2.133869 0.438155 0.077 -0.034 -0.009
H 4.677605 -1.615343 -0.426232 0.114 -0.162 -0.069
H 5.586250 -0.455132 0.554218 0.080 0.134 -0.061
H 4.894556 -4.024052 1.785998 0.068 -0.107 0.060
H 3.172581 -3.646371 2.072121 -0.015 -0.211 0.076
H 3.807882 -3.565568 0.469870 -0.044 -0.074 -0.150
H 6.369585 -1.768265 2.626516 0.115 -0.031 -0.005
H 5.184180 -0.704336 3.367178 0.065 0.104 0.154
H 5.154186 -2.442768 3.693312 0.026 -0.004 0.105
H 3.888353 1.017197 2.642666 -0.012 -0.010 -0.044
H 3.954624 0.806273 0.889593 0.035 0.057 0.214
H -0.627678 4.528487 -0.023308 0.099 -0.119 -0.053
H -0.402178 3.107615 -1.061195 -0.065 0.246 -0.022
H -1.510923 2.207153 -2.605538 0.084 -0.043 -0.051
H -2.541415 1.038127 -1.809080 -0.061 -0.185 -0.026
H -3.137315 1.941722 -3.212409 -0.062 -0.008 -0.100
H -1.718706 4.629938 -2.145020 0.143 0.059 -0.068
H -3.199968 4.434077 -3.075907 0.000 0.026 -0.110
H -3.238065 5.282678 -1.536276 -0.051 0.145 0.014
H -4.810267 1.914732 -0.891037 -0.094 -0.095 0.044
H -5.067235 3.648240 -0.654783 -0.115 0.066 0.041
H -5.044145 2.970236 -2.287802 -0.026 0.024 -0.053
H -2.587733 5.942929 0.525160 0.075 0.086 -0.093
H -4.269194 5.409467 0.356292 -0.045 0.040 -0.074
H -3.701664 6.079356 1.880795 -0.018 0.051 0.047
H -2.420594 4.717577 3.524155 -0.037 0.084 0.111
H -1.516149 3.322015 2.918079 0.070 0.075 0.141
H -1.166073 4.936469 2.304080 0.147 0.089 -0.018
H -4.752520 2.725673 1.516528 -0.165 0.006 -0.002
H -3.946475 2.824601 3.071375 -0.047 -0.102 0.027
H -4.969691 4.156718 2.534926 -0.057 0.060 0.066
H 0.717196 5.827906 0.844550 -0.090 -0.027 -0.052
H 2.726829 6.907439 1.702798 -0.030 0.078 0.061
H 4.575198 5.593691 2.627341 0.081 0.020 0.057
H 4.495613 3.146410 2.651520 0.003 -0.123 -0.035
H 0.099811 -0.942359 2.927669 -0.130 0.082 -0.055
H 0.608048 -2.575689 3.116218 -0.059 -0.091 0.004
H 0.207511 -1.630766 4.561462 -0.110 0.128 0.152
H 1.686889 0.105560 5.361025 -0.087 -0.062 0.146
H 3.298025 0.349440 4.717183 0.083 0.089 -0.007
H 1.904567 1.009780 3.863735 -0.040 0.152 -0.010
H 2.125055 -2.409384 5.416864 -0.097 -0.046 0.079
H 3.735074 -1.893544 4.985607 0.121 -0.038 0.000
H 2.927610 -3.170824 4.055564 0.072 -0.221 0.001
N -2.186543 -2.603350 -2.267309 0.291 -0.090 -0.216
C -2.968435 -1.875745 -1.464078 -1.322 0.308 -0.419
N -2.572990 -1.313994 -0.376216 0.471 -0.313 0.175
C -3.593283 -0.786542 0.352603 -0.947 -0.143 -0.499
C -4.820900 -0.857682 -0.228465 0.347 -0.049 -0.002
S -4.711942 -1.649086 -1.765712 0.694 -0.060 0.152
C -3.241587 -0.285389 1.659063 -0.624 0.062 0.981
C -4.029276 -0.262926 2.764829 0.197 0.119 -0.206
S -3.168172 0.389916 4.111759 0.432 0.062 -0.438
C -1.777495 0.608233 3.038965 -0.953 -0.027 0.734
N -1.967550 0.171327 1.839370 0.726 -0.439 -0.014
N -0.697824 1.302328 3.430985 0.402 0.005 0.025
H -1.383727 -3.024764 -1.794876 -0.148 -0.162 -0.283
H -2.637944 -3.132691 -2.994415 0.206 -0.053 0.069
H -5.762700 -0.498585 0.127835 -0.214 0.183 0.157
H -5.039230 -0.594097 2.876184 -0.266 -0.198 -0.033
H -0.462906 1.333328 4.409024 0.113 -0.036 -0.094
H 0.052051 1.307079 2.728407 -0.177 0.006 0.556
C 4.040810 0.627891 -3.910183 -0.138 -0.020 0.080
C 4.504244 0.070645 -2.585574 -0.398 -0.115 0.509
S 3.073467 -0.344039 -1.444662 1.171 -0.678 -0.903
O 1.989648 0.543657 -1.915404 -0.764 1.173 0.228
C 2.579664 -2.042765 -2.016819 0.440 0.103 0.340
C 3.492460 -2.748218 -2.995815 -0.061 0.027 -0.021
H 4.879749 1.059288 -4.450536 0.110 0.028 -0.035
H 3.306352 1.408412 -3.728688 -0.012 0.067 -0.117
H 3.580833 -0.133510 -4.533918 -0.058 -0.039 -0.100
H 5.034009 0.844370 -2.031450 0.100 -0.025 0.131
H 5.151203 -0.794831 -2.681120 0.078 -0.088 0.074
H 1.581776 -1.907585 -2.423095 -0.018 0.044 0.102
H 2.475240 -2.605621 -1.088457 -0.108 -0.045 0.092
H 3.603679 -2.187189 -3.918897 0.079 0.058 -0.097
H 3.065257 -3.713815 -3.255725 -0.028 -0.126 0.012
H 4.474743 -2.926431 -2.563676 0.122 -0.061 -0.028
O -0.412294 -0.093444 -2.846214 -0.543 0.178 0.620
S 0.633214 -0.176841 -3.878780 -0.388 0.029 -2.098
C 0.801199 1.486125 -4.613303 0.113 -0.264 0.164
C 0.868548 2.552752 -3.731128 -0.022 -0.102 0.170
C 1.085981 3.833414 -4.209592 -0.064 -0.020 0.047
C 1.256080 4.042499 -5.569360 0.027 0.078 -0.004
C 1.210261 2.971916 -6.447183 0.008 0.054 -0.027
C 0.985714 1.689589 -5.971431 0.022 -0.093 -0.104
C -0.252781 -0.924569 -5.293185 0.337 -0.024 0.328
C 0.425546 -1.751938 -6.172768 0.042 0.098 0.117
C -0.272366 -2.406287 -7.175523 0.027 -0.031 -0.090
C -1.644094 -2.240984 -7.284125 0.093 -0.114 -0.105
C -2.315496 -1.410339 -6.400845 -0.013 0.010 -0.007
C -1.619958 -0.756676 -5.399397 -0.114 0.109 0.062
H 0.786878 2.350969 -2.673789 -0.037 0.072 0.069
H 1.129729 4.662459 -3.517115 0.017 0.048 0.036
H 1.432066 5.040875 -5.942347 0.004 0.069 -0.044
H 1.346456 3.136525 -7.507318 0.000 -0.021 -0.035
H 0.956875 0.862648 -6.665921 -0.041 -0.055 -0.029
H 1.493688 -1.881846 -6.072214 0.149 -0.069 0.022
H 0.256097 -3.045093 -7.868355 0.016 -0.071 -0.029
H -2.186475 -2.772553 -8.053744 -0.043 0.026 -0.046
H -3.381540 -1.275100 -6.498259 -0.134 0.019 0.038
H -2.126214 -0.125282 -4.686843 -0.108 0.096 0.156
C 0.341165 -5.635406 3.663367 0.094 -0.038 -0.343
C 1.001632 -6.282957 2.442115 0.281 -0.795 0.609
C 2.517697 -6.402477 2.688048 -0.403 0.136 -0.128
C 0.477697 -7.717839 2.242714 0.074 0.356 -0.013
O 0.777351 -5.566221 1.253165 -0.243 0.174 -0.221
Si -0.149642 -4.291543 0.734076 0.006 0.202 0.036
O 0.577534 -2.910290 0.860659 0.076 0.308 0.010
O -1.590397 -4.245235 1.533225 0.247 0.087 0.004
C -2.860416 -4.837583 1.520411 -0.903 -0.382 0.144
C -3.664841 -4.165147 2.643516 0.274 -0.132 -0.317
C -2.802755 -6.345460 1.791602 0.117 0.382 0.001
C -3.566291 -4.625778 0.177977 0.234 0.045 0.330
O -0.496945 -4.599333 -0.879388 -0.190 0.217 0.291
C 0.018225 -5.533942 -1.788380 0.220 -0.708 -0.783
C 1.519400 -5.745891 -1.597459 -0.249 0.014 0.082
C -0.238095 -5.007724 -3.213140 0.066 -0.170 0.452
C -0.701142 -6.875563 -1.611027 0.097 0.349 0.004
H 0.286654 -6.341038 4.490509 0.023 -0.041 0.063
H -0.654544 -5.298507 3.399576 -0.162 0.009 0.134
H 0.914864 -4.769874 3.983204 0.051 0.187 0.066
H 3.016904 -6.746168 1.784768 0.055 -0.064 -0.097
H 2.946629 -5.450495 2.979889 0.049 0.133 0.025
H 2.700728 -7.117661 3.487475 0.045 -0.066 0.078
H 0.668519 -8.323272 3.125863 0.027 -0.058 0.101
H 0.990196 -8.171980 1.396969 0.028 -0.065 -0.117
H -0.587675 -7.717278 2.048352 -0.132 -0.031 -0.034
H -3.216722 -4.399210 3.606951 0.043 0.013 0.132
H -4.695352 -4.513201 2.639058 -0.135 -0.059 0.011
H -3.652896 -3.087165 2.506075 -0.003 0.138 -0.017
H -2.378235 -6.534956 2.773588 0.107 -0.109 0.079
H -2.197851 -6.825350 1.028641 0.072 -0.166 -0.099
H -3.803836 -6.770981 1.765338 -0.087 -0.028 -0.012
H -3.834398 -3.582740 0.069968 -0.074 0.173 -0.043
H -4.473147 -5.224878 0.128615 -0.093 -0.039 -0.025
H -2.892111 -4.906178 -0.625280 -0.021 -0.051 -0.166
H 2.030224 -4.794105 -1.681427 0.186 0.192 -0.071
H 1.900067 -6.442541 -2.341496 0.082 -0.019 -0.097
H 1.698813 -6.131457 -0.600757 0.149 -0.106 0.000
H 0.133966 -3.990880 -3.314625 0.083 0.175 -0.042
H -1.301667 -5.021862 -3.439721 -0.160 0.042 -0.042
H 0.268872 -5.638915 -3.939410 0.028 -0.057 -0.094
H -0.509777 -7.240654 -0.607094 0.012 -0.168 0.162
H -0.345746 -7.604918 -2.335645 0.039 -0.108 -0.054
H -1.772714 -6.742393 -1.741093 -0.149 -0.015 -0.009
```
Positions in Å, forces in eV/Å.



Formula: C3H6O4Pr
Source: the OMol25 dataset
Level of theory: ωB97M-V/def2-TZVPD

Expectation value of S² ... 3.89
Max |F| ... 2.5 eV/A
ΔE to the lowest compared entry with this formula, charge and spin ... 97.88 kcal/mol
Orbital gap (alpha / beta) ... 5.87 / 6.48 eV
E ... -25443.7368 eV
E_HOMO (alpha / beta) ... -0.6422 / -0.6264 Eh
Multiplicity ... 4
LUMO level (alpha / beta) ... -11.6 / -10.6 eV
Net charge ... +2

The geometry in XYZ format:
```
14
Properties=species:S:1:pos:R:3:forces:R:3
O -1.635217 0.047927 0.802228 -1.047 -1.383 1.342
C -0.792810 0.412068 -0.299097 0.842 0.477 -1.200
C 0.569508 0.842693 0.225974 0.612 0.039 -0.170
O 1.391922 1.250454 -0.879512 -1.257 1.131 0.731
C 2.192958 0.383412 -1.431671 1.016 -2.253 -0.037
O 2.934675 0.742495 -2.384526 0.034 0.432 -0.246
O 2.321095 -0.808686 -1.118358 -0.526 0.737 0.097
H -2.008942 0.828856 1.230844 0.117 0.396 -0.116
H -1.271974 1.219558 -0.864066 0.070 -0.211 0.084
H -0.707245 -0.468812 -0.944772 -0.004 0.149 0.093
H 1.054559 0.034076 0.785978 -0.035 0.103 -0.131
H 0.481206 1.725353 0.868781 0.029 -0.136 -0.146
Pr -2.407659 -2.147528 1.812421 0.023 0.087 0.028
H -2.122076 -4.061867 2.195776 0.128 0.435 -0.329
```
Positions in Å, forces in eV/Å.